Entry from the Open Molecules 2025 dataset: C17H39AgN5O9S as an isolated structure (wB97M-V/def2-TZVPD).

Computed properties:
Energy relative to the best compared isomer or geometry (same formula, charge and spin) in kcal/mol: 0.0
Calculated total energy in Ha: -2167.1534
E_LUMO in eV: -1.6
Kohn-Sham gap in eV: 9.477
Net charge: +1

Geometry as XYZ:
```
72
C17H39AgN5O9S wB97M-V/def2-TZVPD
Ag 12.9629 -17.7407 29.4346
C 9.9961 -22.4292 31.0708
C 10.3368 -21.7301 32.3747
O 10.1088 -20.3417 32.1236
S 9.9550 -20.0575 30.5598
O 10.9146 -19.1114 30.1501
O 8.5901 -19.8582 30.2794
O 10.4333 -21.4853 30.0698
H 8.9289 -22.6341 30.9629
H 10.5276 -23.3608 30.9017
H 11.3841 -21.8855 32.6394
H 9.7248 -22.0906 33.1983
C 15.9250 -14.8751 26.8610
C 14.9966 -15.3404 27.9570
O 15.0090 -16.5144 28.3490
N 14.1131 -14.4795 28.4655
C 13.9237 -13.0837 28.1339
H 15.4986 -15.1390 25.8904
H 16.8641 -15.4112 26.9737
H 16.0917 -13.8014 26.8590
H 13.5752 -14.8898 29.2267
H 14.7404 -12.4852 28.5504
H 12.9655 -12.7301 28.4971
H 13.9591 -12.9255 27.0567
C 13.1753 -20.5092 25.9659
C 13.6249 -19.2852 26.6861
O 12.8051 -18.6864 27.3923
N 14.8759 -18.8201 26.5492
C 15.9687 -19.5414 25.8770
H 14.0002 -21.0084 25.4544
H 12.4182 -20.2384 25.2374
H 12.8116 -21.2363 26.6887
H 15.1069 -17.9810 27.0765
H 16.9054 -19.0348 26.0994
H 15.8207 -19.4438 24.8013
H 16.0472 -20.5774 26.1902
C 16.4848 -18.0675 30.9448
C 15.3390 -19.0293 30.7421
O 14.2481 -18.8630 31.2707
N 15.5996 -20.0943 29.9340
C 14.6407 -21.1257 29.6803
H 17.2211 -18.4593 31.6446
H 16.0467 -17.1708 31.3831
H 16.9284 -17.7540 30.0012
H 16.5631 -20.2160 29.6766
H 14.6129 -21.3819 28.6147
H 13.6406 -20.9171 30.0350
H 14.9666 -22.0790 30.1216
C 9.1867 -16.3531 29.9556
C 10.4175 -15.6044 29.5467
O 11.2591 -16.1010 28.8005
N 10.6039 -14.3637 30.0701
C 9.7331 -13.7142 31.0148
H 8.3056 -15.7117 29.8833
H 9.2627 -16.6380 31.0087
H 9.0429 -17.2274 29.3348
H 11.4842 -13.9567 29.8034
H 9.9850 -12.6682 31.1632
H 9.7903 -14.2090 31.9958
H 8.6703 -13.7448 30.7719
C 14.8344 -14.0744 31.7162
C 13.7750 -15.1350 31.8849
O 13.3605 -15.7887 30.9322
N 13.3435 -15.4133 33.1272
C 12.3315 -16.4140 33.3897
H 14.5030 -13.3119 31.0185
H 15.7530 -14.5967 31.4462
H 15.0900 -13.5938 32.6645
H 13.6317 -14.8387 33.8998
H 12.3293 -16.6800 34.4416
H 12.5066 -17.3113 32.7967
H 11.3415 -16.0455 33.0985
```

***

Entry from the Open Molecules 2025 dataset: a 4-piece molecular cluster, C17H40BIO10 overall (wB97M-V/def2-TZVPD).

Computed properties:
Calculated total energy in Ha: -1746.4772
E_LUMO in eV: -0.1
Kohn-Sham gap in eV: 8.700
SMILES string: CC[C@H](I)OC(=O)OB(C)O.COCCOC.COCCOC.COCCOC
Net charge: 0

Geometry as XYZ:
```
69
C17H40BIO10 wB97M-V/def2-TZVPD
C 6.1821 4.8603 -5.7387
C 6.2994 3.4820 -4.8059
C 6.2774 2.0948 -5.6747
I 5.4684 2.3719 -7.7389
O 5.7186 0.9225 -4.9912
C 4.3385 1.1119 -4.5407
O 4.1336 1.0526 -3.1952
O 3.1395 1.2956 -5.3674
B 2.5281 2.6269 -5.1996
C 2.1296 3.4661 -6.5962
O 2.2646 3.3311 -3.9309
H 5.0750 5.0251 -6.1068
H 6.4327 5.7768 -5.0180
H 6.9830 4.8814 -6.5923
H 7.3413 3.5144 -4.2242
H 5.4732 3.5853 -3.9876
H 7.4251 1.8274 -5.8747
H 2.1129 2.6931 -7.4839
H 3.0437 4.2029 -6.8036
H 1.1407 4.0904 -6.4816
H 1.8335 4.2244 -4.0920
C 1.6152 -1.6937 1.4649
O 2.2947 -1.8710 0.2278
C 2.6820 -0.6270 -0.3644
C 4.1598 -0.3198 -0.1002
O 4.4059 -0.1052 1.2945
C 4.9417 -1.2581 1.9331
H 1.6155 -2.6495 1.9965
H 2.0988 -0.9483 2.1006
H 0.5795 -1.3979 1.2754
H 2.0388 0.1880 -0.0122
H 2.5334 -0.7266 -1.4448
H 4.4214 0.6075 -0.6168
H 4.8052 -1.1158 -0.4898
H 6.0088 -1.3368 1.7108
H 4.4346 -2.1777 1.6263
H 4.8158 -1.1391 3.0133
C -3.2798 1.1575 2.3158
O -3.6410 1.0502 3.6875
C -3.5350 -0.2910 4.1756
C -2.2328 -0.4989 4.9563
O -1.0887 -0.3730 4.1038
C -0.4781 0.9082 4.2034
H -3.0942 2.2117 2.0914
H -2.3748 0.5929 2.0798
H -4.1052 0.8057 1.6905
H -3.6238 -1.0117 3.3543
H -4.3790 -0.4525 4.8544
H -2.2235 -1.5169 5.3548
H -2.1640 0.1945 5.8027
H 0.1344 0.9524 5.1074
H -1.2120 1.7194 4.2179
H 0.1701 1.0456 3.3329
C -8.7045 -4.1805 3.0828
O -8.0250 -4.3578 1.8456
C -7.6378 -3.1138 1.2534
C -6.1600 -2.8066 1.5177
O -5.9139 -2.5920 2.9123
C -5.3780 -3.7449 3.5510
H -8.7042 -5.1363 3.6144
H -8.2210 -3.4352 3.7184
H -9.7402 -3.8847 2.8933
H -8.2809 -2.2988 1.6056
H -7.7863 -3.2134 0.1730
H -5.8983 -1.8793 1.0011
H -5.5145 -3.6026 1.1280
H -4.3109 -3.8236 3.3286
H -5.8852 -4.6645 3.2442
H -5.5039 -3.6259 4.6311
```

***

Entry from the Open Molecules 2025 dataset: a 9-piece molecular cluster, C17H40ClN2O10S3 overall (wB97M-V/def2-TZVPD).

Computed properties:
Calculated total energy in Ha: -3188.0720
E_LUMO in eV: 2.1
Kohn-Sham gap in eV: 7.801
Net charge: -1

Geometry as XYZ:
```
73
C17H40ClN2O10S3 wB97M-V/def2-TZVPD
Cl -1.4615 1.1871 0.0086
O -0.5319 1.8611 -0.8871
O -1.9055 2.1704 0.8901
O -2.5344 0.6891 -0.7536
O -0.7360 0.1130 0.6679
C 1.9099 4.1249 -1.6295
O 3.2727 3.9883 -1.3302
H 1.7075 5.1664 -1.8794
H 1.7879 3.6009 -2.5775
H 1.3354 3.7229 -0.7950
H 3.7756 4.0479 -2.1458
C -1.4389 -2.4565 3.0023
O -0.1703 -3.2257 2.9236
H -1.7681 -1.9637 2.0875
H -2.2240 -3.1855 3.2031
H -1.3796 -1.8043 3.8737
H -0.1511 -3.8508 2.1952
C 1.1339 1.4350 -4.3697
O 1.5416 0.1075 -4.5778
H 1.9795 2.1195 -4.3024
H 0.5970 1.6803 -5.2860
H 0.5208 1.5573 -3.4768
H 2.2173 -0.1456 -3.9445
N 1.3841 0.1793 2.7240
C 1.9907 1.2841 3.2473
C 3.1760 0.9319 3.8587
C 3.2389 -0.4356 3.6072
C 2.1039 -0.9083 2.9509
H 0.5565 0.2168 2.1463
H 1.4817 2.2219 3.0805
H 3.9156 1.4714 4.4317
H 4.1281 -1.0123 3.8145
H 1.8277 -1.8421 2.4838
N -3.4938 1.6308 3.5443
C -2.8228 1.1174 4.6049
C -3.5415 1.4801 5.7418
C -4.7264 2.0791 5.3274
C -4.7102 2.1573 3.9351
H -3.2856 1.5433 2.5599
H -1.9147 0.5368 4.5374
H -3.2341 1.1419 6.7204
H -5.5802 2.3426 5.9340
H -5.4438 2.5477 3.2453
C 1.2264 -3.0411 -0.2941
S 0.3513 -4.6517 -0.4973
O -0.1638 -5.0438 0.9023
C -1.1300 -3.9171 -1.2130
H 1.4702 -2.5445 -1.2332
H 2.1472 -3.2441 0.2528
H 0.6007 -2.3399 0.2582
H -1.0262 -3.6906 -2.2741
H -1.4718 -3.0042 -0.7253
H -1.9565 -4.6124 -1.0662
C 2.7308 0.5991 -0.5542
S 3.9020 -0.5772 -1.4831
O 3.1888 -1.1156 -2.7417
C 5.0521 0.7334 -2.0857
H 1.9778 0.0171 -0.0229
H 2.2692 1.2996 -1.2502
H 3.3967 1.1092 0.1418
H 5.5130 1.3762 -1.3357
H 4.3690 1.3085 -2.7109
H 5.7530 0.2550 -2.7697
C -3.9613 -1.5176 -2.9909
S -3.3595 -1.4278 -4.7553
O -4.4309 -0.5475 -5.4325
C -1.9137 -0.3008 -4.4670
H -3.1986 -1.7634 -2.2520
H -4.8337 -2.1464 -2.8129
H -4.2409 -0.5094 -2.6852
H -1.2964 -0.4275 -5.3564
H -1.2645 -0.6254 -3.6538
H -2.2283 0.7267 -4.2845
```

***

Entry from the Open Molecules 2025 dataset: C17H40InNP3S as an isolated structure (wB97M-V/def2-TZVPD).

Computed properties:
Calculated total energy in Ha: -2337.8582
E_LUMO (alpha / beta) in eV: -11.6 / -11.6
Kohn-Sham gap (alpha / beta) in eV: 5.825 / 5.826
Net charge: +3

Geometry as XYZ:
```
63
C17H40InNP3S wB97M-V/def2-TZVPD
In -0.3005 0.1458 0.3718
P 1.6154 1.0654 2.1368
P -2.0782 1.7068 1.4653
P 0.8040 1.6870 -1.5141
H -0.6140 -5.1232 1.4273
C 0.1674 -4.8207 0.7150
C 1.4010 -4.4948 1.1270
H 1.6719 -4.4872 2.1893
C 1.6704 0.3399 3.8184
C 1.6463 2.8536 2.5219
C 3.3138 0.7547 1.5388
C -3.7823 1.3150 0.9593
C -2.1513 1.7001 3.2896
C -1.8683 3.4574 1.0130
C 2.1658 0.8214 -2.3700
C 1.4919 3.3242 -1.0854
C -0.3887 2.0079 -2.8545
H -0.0987 -4.8889 -0.3456
H 2.2038 -4.2433 0.4189
H 1.8672 -0.7387 3.7593
H 0.7207 0.5005 4.3454
H 2.4749 0.8055 4.4063
H 0.7536 3.1456 3.0894
H 1.6901 3.4598 1.6093
H 2.5360 3.0650 3.1310
H 3.5004 -0.3271 1.5349
H 4.0449 1.2385 2.2023
H 3.4515 1.1329 0.5176
H -4.4125 2.2127 1.0294
H -4.1912 0.5347 1.6141
H -3.7937 0.9478 -0.0743
H -2.7212 2.5711 3.6436
H -1.1480 1.7342 3.7339
H -2.6591 0.7893 3.6332
H -2.7632 4.0009 1.3449
H -1.7654 3.5700 -0.0746
H -0.9816 3.8892 1.4947
H 2.1685 1.1177 -3.4276
H 2.0084 -0.2635 -2.3062
H 3.1312 1.0753 -1.9149
H 1.7078 3.8828 -2.0065
H 2.4219 3.2237 -0.5105
H 0.7647 3.8950 -0.4931
H 0.1624 2.2173 -3.7822
H -1.0192 2.8711 -2.6004
H -1.0311 1.1299 -3.0112
C -1.1511 -2.2429 -2.5454
C -2.0146 -2.1295 -3.6611
C -1.8013 -2.9284 -4.7873
C -0.7150 -3.8090 -4.8379
C 0.1775 -3.8670 -3.7638
C -0.0247 -3.0757 -2.6363
S -1.5838 -1.5232 -1.0085
H 0.2337 -1.2397 -0.5861
H -2.8590 -1.4320 -3.6098
H -2.4920 -2.8660 -5.6312
H -0.5702 -4.4544 -5.7095
H 1.0277 -4.5423 -3.7980
H 0.6564 -3.1235 -1.7934
N -0.6162 -1.6948 1.9984
H -1.6202 -1.8656 2.0486
H -0.2758 -1.4498 2.9288
H -0.1592 -2.5585 1.6819
```

***

Entry from the Open Molecules 2025 dataset: a 3-piece molecular cluster, C17H41BFO10P2 overall (wB97M-V/def2-TZVPD).

Computed properties:
Energy relative to the best compared isomer or geometry (same formula, charge and spin) in kcal/mol: 0.0
Calculated total energy in Ha: -2232.3561
E_LUMO in eV: 1.8
Kohn-Sham gap in eV: 5.586
Net charge: -1

Geometry as XYZ:
```
72
C17H41BFO10P2 wB97M-V/def2-TZVPD
F -5.4978 2.2502 -3.5451
C -5.3953 0.8909 -3.2580
C -4.1406 0.2680 -3.8668
C -3.0891 -0.1392 -2.8000
B -2.1825 1.1481 -2.4114
O -1.0847 1.3652 -3.4079
C -0.1336 2.1272 -2.7189
C -0.6777 2.2831 -1.2561
O -1.4272 1.1137 -1.1173
H -5.3714 0.7672 -2.1747
H -6.3009 0.4052 -3.6359
H -4.3827 -0.5819 -4.5095
H -3.6700 1.0580 -4.4567
H -3.5686 -0.6220 -1.9403
H -2.4682 -0.9012 -3.2891
H -2.9587 2.1299 -2.2992
H 0.8093 1.5607 -2.6101
H 0.1300 3.0723 -3.2150
H -1.3058 3.1852 -1.2960
H 0.1625 2.3520 -0.5614
O -1.5465 -3.7175 -1.6932
P -0.9156 -4.9769 -1.3061
O -1.9857 -5.9420 -0.5752
C -3.3807 -5.8203 -0.8583
C -3.7761 -6.4042 -2.1985
O 0.0784 -4.6693 -0.0859
C 0.1832 -3.3388 0.4418
C -0.7992 -3.1173 1.5697
O 0.0765 -6.0290 -1.9565
C -0.3642 -7.0400 -2.8670
C -0.6591 -6.4875 -4.2474
H -3.6922 -4.7764 -0.7935
H -3.8929 -6.3585 -0.0595
H -3.2249 -5.9281 -3.0103
H -4.8414 -6.2540 -2.3758
H -3.5742 -7.4769 -2.2360
H 0.0493 -2.5958 -0.3427
H 1.2057 -3.2418 0.8109
H -1.8236 -3.2769 1.2318
H -0.7167 -2.0994 1.9514
H -0.6082 -3.8187 2.3852
H -1.2181 -7.5786 -2.4525
H 0.4557 -7.7557 -2.9274
H -1.4094 -5.6962 -4.2056
H -1.0230 -7.2787 -4.9038
H 0.2415 -6.0576 -4.6858
O 3.1414 5.9163 4.1973
P 2.8318 4.6921 3.4111
O 4.3997 4.2923 2.9973
C 5.4896 4.5295 3.8712
C 5.5628 3.5485 5.0264
O 2.2290 5.2643 2.0362
C 1.8539 6.6326 1.8829
C 3.0095 7.4524 1.3501
O 2.3307 3.2309 2.9724
C 2.8138 2.0039 3.5164
C 2.2704 1.7285 4.9031
H 5.4640 5.5529 4.2506
H 6.3895 4.4375 3.2589
H 4.6444 3.5702 5.6176
H 6.3980 3.7970 5.6830
H 5.7078 2.5276 4.6697
H 1.4751 7.0436 2.8182
H 1.0302 6.6422 1.1684
H 3.8695 7.3966 2.0182
H 2.7185 8.4983 1.2407
H 3.3248 7.0732 0.3775
H 3.9015 1.9817 3.4922
H 2.4691 1.2326 2.8278
H 2.5190 2.5411 5.5916
H 2.6841 0.8000 5.2966
H 1.1841 1.6417 4.8766
```

***

Entry from the Open Molecules 2025 dataset: C17H41BeCaCl4FLiN4O10PSi2 as an isolated structure (wB97M-V/def2-TZVPD).

Computed properties:
Calculated total energy in Ha: -5203.4544
E_LUMO in eV: -10.2
Kohn-Sham gap in eV: 1.119
Net charge: +2

Geometry as XYZ:
```
83
C17H41BeCaCl4FLiN4O10PSi2 wB97M-V/def2-TZVPD
C -3.9950 -3.1729 -1.0835
C -2.5614 -2.7085 -1.3909
C -1.6263 -3.8316 -1.8632
C -0.1104 -3.5309 -1.6778
N 0.3287 -2.2274 -2.1895
Si 0.6688 -1.0195 -0.9827
O 1.1785 -1.6598 0.4803
Si 0.1496 -1.3371 1.7860
H -4.5546 -3.4735 -1.9713
H -4.5380 -2.3249 -0.6500
H -3.9586 -3.9490 -0.3148
H -2.1563 -2.2781 -0.4659
H -2.5698 -1.9145 -2.1494
H -1.8383 -4.1103 -2.9098
H -1.8415 -4.7082 -1.2342
H 0.1606 -3.7275 -0.6389
H 0.4274 -4.2955 -2.2747
H -0.3064 -1.8761 -2.8973
H -0.5931 -0.2799 -0.6998
H 1.6271 -0.0080 -1.4590
H 0.4489 0.0230 2.3068
H -1.2759 -1.4617 1.4695
H 0.4711 -2.3111 2.8507
Li -0.3184 -5.3301 -3.7671
F -1.0332 -2.9901 4.2127
C -4.6608 -1.4492 5.7300
O -5.6610 -0.8286 6.0318
N -3.7395 -0.9851 4.8298
N -4.3551 -2.6715 6.2564
H -2.9063 -1.4907 4.5729
H -3.9195 -0.0903 4.4135
H -4.9913 -3.0664 6.9271
H -3.5321 -3.1838 6.0014
Be 2.0005 1.2301 1.3206
Cl -1.4349 -5.7363 -6.1768
C 4.1481 -5.6094 -3.0041
Cl 5.0732 -4.1400 -2.7088
Cl 2.5217 -5.2340 -3.6144
H 4.6631 -6.2096 -3.7451
H 4.0533 -6.1597 -2.0754
O 5.7231 6.4570 -1.2767
P 5.0657 5.5353 -2.2491
O 6.2814 4.9940 -3.1677
C 7.2571 4.1263 -2.5712
C 6.6574 2.8049 -2.1312
O 4.3552 6.6422 -3.2451
C 4.3637 8.0382 -2.8950
C 5.6319 8.7364 -3.3397
O 3.9571 4.4144 -2.8493
C 3.1877 3.6251 -1.9599
C 2.6856 4.4294 -0.7793
H 7.7323 4.6306 -1.7273
H 8.0216 3.9500 -3.3249
H 6.0090 2.9532 -1.2554
H 7.4322 2.0969 -1.8413
H 6.0585 2.3639 -2.9296
H 4.2084 8.1619 -1.8184
H 3.5024 8.5037 -3.3858
H 6.5261 8.1521 -3.1294
H 5.7318 9.7061 -2.8530
H 5.6154 8.8893 -4.4195
H 3.7503 2.7580 -1.6057
H 2.3424 3.2255 -2.5260
H 3.4925 4.9533 -0.2552
H 2.1753 3.7857 -0.0569
H 1.9794 5.1894 -1.1317
O 0.3553 -6.0367 5.0158
Cl -0.5573 -5.7653 6.0763
O 0.1014 -5.1642 7.1778
O -1.2644 -6.9392 6.4713
O -1.5843 -4.8390 5.5553
Ca 0.8042 6.5527 -1.4652
N -6.9630 -1.7136 1.3988
C -7.8052 -0.9881 0.6627
C -8.6531 -0.0234 1.1856
C -8.6290 0.2002 2.5528
C -7.7642 -0.5441 3.3377
C -6.9561 -1.4825 2.7128
H -7.7922 -1.1992 -0.4014
H -9.3142 0.5367 0.5383
H -9.2756 0.9443 3.0005
H -7.7131 -0.4018 4.4087
H -6.2612 -2.0858 3.2870
```

***

Entry from the Open Molecules 2025 dataset: C17H41CaN2OP2 as an isolated structure (wB97M-V/def2-TZVPD).

Computed properties:
Energy relative to the best compared isomer or geometry (same formula, charge and spin) in kcal/mol: 0.0
Calculated total energy in Ha: -2217.1978
E_LUMO in eV: -2.5
Kohn-Sham gap in eV: 7.512
Net charge: +1

Geometry as XYZ:
```
64
C17H41CaN2OP2 wB97M-V/def2-TZVPD
Ca -0.0027 -0.2714 -0.6601
P 0.0231 2.5088 -0.9691
P -0.4876 -2.4151 1.0722
N -1.4968 0.6629 1.2269
C -1.1380 3.0407 0.3322
H -0.7837 4.0270 0.6878
H -2.0794 3.2226 -0.1898
C -1.4770 2.1358 1.5318
H -0.8838 2.4295 2.4045
H -2.5334 2.3298 1.8076
C -1.7131 -0.1405 2.4816
H -2.7653 0.1067 2.7317
H -1.1163 0.1691 3.3482
C -1.6275 -1.6647 2.2823
H -2.6213 -1.9873 1.9662
H -1.4300 -2.1577 3.2521
C 0.8202 -3.2725 2.1381
C 2.1200 -3.5076 1.3388
H 2.9401 -3.6757 2.0617
H 2.3968 -2.6475 0.7004
H 2.0325 -4.4077 0.7025
C -1.3948 -3.7407 0.1324
C -0.4804 -4.4644 -0.8676
H -1.0837 -5.0709 -1.5580
H 0.2245 -5.1391 -0.3679
H 0.0998 -3.7669 -1.4854
C -0.7073 2.9157 -2.6336
C 0.2456 2.5499 -3.7830
H -0.2928 2.5848 -4.7410
H 0.6495 1.5335 -3.6842
H 1.0907 3.2448 -3.8543
C 1.5342 3.6186 -0.7276
C 2.7922 2.9893 -1.3632
H 3.6801 3.4689 -0.9115
H 2.8176 3.1757 -2.4524
H 2.8662 1.8996 -1.1890
C 1.9603 -1.1593 -2.2851
C -2.2188 -4.7220 0.9547
H -1.5899 -5.4034 1.5313
H -2.9072 -4.2261 1.6437
H -2.8211 -5.3442 0.2791
C -1.2851 4.3150 -2.8037
H -1.8148 4.3714 -3.7645
H -1.9993 4.5768 -2.0184
H -0.5057 5.0796 -2.8283
C 1.3788 5.0812 -1.1554
H 2.2457 5.6378 -0.7566
H 1.4011 5.1918 -2.2542
H 0.4692 5.5535 -0.7485
C 0.3796 -4.5533 2.8543
H 0.3050 -5.4076 2.1576
H 1.1612 -4.8057 3.5937
H -0.5684 -4.4329 3.4058
H 1.0080 -2.5042 2.9139
H 1.6418 3.6034 0.3747
H -2.1007 -3.1334 -0.4587
H -1.5494 2.2028 -2.6736
O 2.6716 -1.5753 -3.0892
H -2.4072 0.6037 0.8447
H -1.2643 -0.7731 -2.2219
N 1.8628 0.3031 1.1928
H 1.8084 1.2849 1.4406
H 2.8603 0.1467 1.0575
H 1.6597 -0.1952 2.0525
```